The following is a quantum chemistry calculation of C34H30F3FeN3O3SSb as an isolated structure at a distorted geometry, from the Open Molecules 2025 dataset.

Geometry as XYZ:
```
76
Properties=species:S:1:pos:R:3
Fe -0.8674 0.9176 0.1375
O -1.8273 4.3998 2.0747
C -1.2985 3.5617 1.3184
N -1.7292 2.2985 1.2592
C -2.7353 2.0449 2.0981
O -3.2192 2.9296 2.8321
C -3.1572 0.6302 2.0471
C -4.2535 0.1460 2.7198
C -4.5656 -1.2021 2.5648
C -3.7627 -1.9829 1.7576
C -2.6677 -1.4074 1.1219
N -2.3602 -0.1186 1.2526
C -0.1367 3.7995 0.4328
C 0.3786 5.0467 0.1728
C 1.4579 5.1321 -0.7025
C 1.9628 3.9712 -1.2545
C 1.3808 2.7505 -0.9314
N 0.3425 2.6553 -0.1023
H -4.8430 0.8064 3.3417
H -5.4219 -1.6288 3.0698
H -3.9659 -3.0358 1.6162
H -2.0025 -2.0022 0.5092
H -0.0546 5.9211 0.6390
H 1.8929 6.0925 -0.9452
H 2.8081 3.9941 -1.9287
H 1.7630 1.8191 -1.3354
F -0.3681 -6.4970 2.0690
C -0.0476 -5.2327 1.7866
C -0.2110 -4.7837 0.4888
C 0.1188 -3.4677 0.2012
C 0.6139 -2.6261 1.1982
C 0.7620 -3.1104 2.4966
C 0.4322 -4.4257 2.7978
Sb 1.0702 -0.6290 0.7568
C 2.3799 -0.7353 -0.8841
C 3.7143 -0.3418 -0.7827
C 4.5543 -0.3965 -1.8882
C 4.0382 -0.8468 -3.0865
F 4.8391 -0.9010 -4.1529
C 2.7201 -1.2395 -3.2275
C 1.8919 -1.1721 -2.1172
C 2.3157 -0.0596 2.3200
C 2.0350 1.0934 3.0515
C 2.8596 1.4844 4.0965
C 3.9582 0.7005 4.3888
F 4.7560 1.0689 5.3908
C 4.2643 -0.4521 3.6881
C 3.4329 -0.8330 2.6469
H -0.5766 -5.4628 -0.2698
H 0.0026 -3.1170 -0.8196
H 1.1421 -2.4732 3.2862
H 0.5456 -4.8279 3.7955
H 4.1164 0.0112 0.1593
H 5.5943 -0.1036 -1.8298
H 2.3675 -1.5924 -4.1881
H 0.8557 -1.4674 -2.2306
H 1.1658 1.6973 2.8146
H 2.6652 2.3716 4.6841
H 5.1360 -1.0304 3.9642
H 3.6611 -1.7397 2.0977
C -3.4157 -2.0583 -2.9307
C -3.1907 -0.5845 -3.2425
S -1.4469 -0.1665 -3.1350
O -1.2797 0.5391 -1.7857
C -1.3441 1.1429 -4.3420
C -2.2728 2.3149 -4.0681
H -4.4813 -2.2832 -2.9683
H -3.0519 -2.3132 -1.9324
H -2.9131 -2.7010 -3.6531
H -3.6712 0.0756 -2.5188
H -3.5330 -0.3182 -4.2428
H -1.5329 0.6523 -5.3008
H -0.2918 1.4324 -4.3261
H -3.3186 2.0598 -4.2323
H -2.0255 3.1331 -4.7431
H -2.1552 2.6726 -3.0458
```

Summary:
Multiplicity ... 2
Calculated total energy ... -3904.76201 Eh
Lowest unoccupied orbital energy (spin up / spin down) ... -0.318 / -0.233 hartree
Total charge ... +2
HOMO (spin up / spin down) ... -13.499 / -13.534 eV
HOMO-LUMO gap (spin up / spin down) ... 4.8 / 7.2 eV



The following is a quantum chemistry calculation of a 2-piece molecular cluster, C4H14N3O overall at a distorted geometry, from the Open Molecules 2025 dataset.

Geometry as XYZ:
```
22
Properties=species:S:1:pos:R:3
C -0.9071 -1.5610 0.0839
O -0.4894 -1.3238 1.4356
C -2.0003 -0.5541 -0.3002
N -1.7495 -0.1599 -1.7812
H -1.2254 -2.5895 -0.0003
H -0.0706 -1.5106 -0.6070
H 0.1517 -0.5845 1.4249
H -2.9915 -1.0205 -0.3314
H -1.8703 0.3797 0.2413
H -1.8318 -1.0314 -2.2795
H -0.6395 0.2937 -1.7962
H -2.4742 0.4526 -2.1530
C 2.0593 1.0887 1.9940
N 1.0945 1.0223 0.8745
C 1.4311 0.6874 -0.3607
N 0.7119 0.7288 -1.4726
H 1.7590 0.3626 2.7476
H 3.0544 0.8112 1.6464
H 2.0309 2.1161 2.3316
H 0.1558 1.3936 1.0565
H 2.4784 0.3757 -0.4816
H 1.3225 0.6230 -2.2726
```

Summary:
ΔE to the lowest compared entry with this formula, charge and spin ... 214.5 kJ/mol
Calculated total energy ... -400.05084 Eh
Lowest unoccupied orbital energy ... -0.099 hartree
Total charge ... +1
HOMO ... -13.724 eV
HOMO-LUMO gap ... 11.0 eV



The following is a quantum chemistry calculation of one molecule with the formula C6H9Cl at a distorted geometry, from the Open Molecules 2025 dataset.

Geometry as XYZ:
```
16
Properties=species:S:1:pos:R:3
C -1.7259 -1.8748 -0.4808
C -0.9365 -0.9090 -0.0348
C -0.7070 -0.7496 1.4800
C -0.1737 0.1479 -0.9384
C 0.7616 1.1554 -0.8103
C 1.9509 1.5099 0.0159
Cl 0.8279 2.0871 -2.4087
H -2.2341 -2.5634 0.1089
H -1.8771 -2.0093 -1.5344
H -1.5366 -1.1662 2.0808
H -0.4846 0.2798 1.6826
H 0.1826 -1.2990 1.8226
H -0.5861 0.3630 -1.9127
H 1.7299 1.1445 1.0418
H 1.9471 2.6261 0.3106
H 2.8616 1.2577 -0.4231
```

Summary:
ΔE to the lowest compared entry with this formula, charge and spin ... 118.0 kJ/mol
Calculated total energy ... -694.12829 Eh
Lowest unoccupied orbital energy ... 0.026 hartree
Structure (SMILES) ... C=C(C)/C=C(\C)Cl
HOMO ... -8.905 eV
HOMO-LUMO gap ... 9.6 eV



The following is a quantum chemistry calculation of one molecule with the formula C5H15N2S at a distorted geometry, from the Open Molecules 2025 dataset.

Geometry as XYZ:
```
23
Properties=species:S:1:pos:R:3
C 0.4682 -0.5357 -1.2116
N -0.0114 -1.1901 0.0015
C -1.4945 -1.0756 0.0917
C -1.9605 0.0749 1.0326
C -1.7357 1.5168 0.4758
S -0.1572 1.9628 1.1778
C 1.6485 -1.3792 -1.7375
N 2.8338 -1.3817 -0.7931
H -0.2295 -0.3156 -2.0345
H 0.8421 0.5059 -1.1234
H 0.4158 -0.8170 0.8390
H -1.8418 -1.9936 0.5965
H -2.0094 -1.0120 -0.8484
H -3.0456 0.0201 1.2191
H -1.5706 0.0113 2.0532
H -1.6339 1.6006 -0.5931
H -2.5480 2.1929 0.7954
H 0.0177 3.2482 0.8195
H 2.0026 -1.0131 -2.6943
H 1.3718 -2.4401 -1.9024
H 2.4908 -1.3903 0.1804
H 3.3910 -2.2829 -0.9488
H 3.5156 -0.6234 -1.0200
```

Summary:
Multiplicity ... 2
ΔE to the lowest compared entry with this formula, charge and spin ... 233.6 kJ/mol
Calculated total energy ... -707.04725 Eh
Lowest unoccupied orbital energy (spin up / spin down) ... 0.023 / 0.022 hartree
HOMO (spin up / spin down) ... -3.464 / -9.201 eV
HOMO-LUMO gap (spin up / spin down) ... 4.1 / 9.8 eV



The following is a quantum chemistry calculation of C26H21F2N4O10PtS as an isolated structure at a distorted geometry, from the Open Molecules 2025 dataset.

Geometry as XYZ:
```
65
Properties=species:S:1:pos:R:3
Pt -1.3297 -0.5687 -0.1933
C 4.7394 -2.2933 4.2092
C 4.5730 -0.8502 3.7370
C 5.8698 -0.2117 3.2603
C 6.3987 -0.9269 2.0233
C 5.3284 -1.0241 0.9698
C 5.6599 -1.1422 -0.3608
C 4.6635 -1.2377 -1.3282
F 5.0301 -1.3380 -2.6131
C 3.3350 -1.2184 -1.0055
C 2.9678 -1.0726 0.3382
C 1.5477 -1.0010 0.6796
O 0.7189 -1.1350 -0.2693
C 1.2526 -0.7760 2.0454
C 2.2887 -0.7062 2.9498
N 3.5780 -0.8105 2.6446
C 3.9637 -0.9779 1.3254
C -0.1374 -0.6492 2.6762
O -0.1870 -0.4617 3.8817
O -1.1730 -0.7759 1.9251
H 5.4939 -2.3494 4.9938
H 5.0399 -2.9433 3.3871
H 3.7986 -2.6685 4.6119
H 4.1643 -0.2546 4.5529
H 6.6004 -0.2456 4.0676
H 5.6836 0.8382 3.0219
H 6.7435 -1.9304 2.2861
H 7.2605 -0.3941 1.6222
H 6.6956 -1.1568 -0.6762
H 2.5754 -1.3050 -1.7684
H 2.0285 -0.5603 3.9907
F -6.3610 -3.4520 1.8619
C -6.4282 -2.6973 0.8278
C -5.9425 -1.4159 0.8924
N -6.0165 -0.5987 -0.1563
C -5.4795 0.7376 -0.0657
C -3.9305 0.7253 -0.0591
O -3.3904 1.7087 0.4086
O -3.4208 -0.3370 -0.5672
C -6.5351 -1.0402 -1.4257
O -6.5331 -0.3153 -2.3729
N -7.0202 -2.3226 -1.4344
C -7.0413 -3.2508 -0.3953
O -7.4988 -4.3477 -0.5079
H -5.4990 -1.0313 1.8040
H -5.8145 1.2395 0.8391
H -5.7935 1.2992 -0.9419
H -7.4248 -2.6285 -2.3119
N -0.5020 1.5935 -0.3787
C -0.6653 2.1886 -1.6877
C -1.1837 1.4334 -2.7356
C -1.3973 2.0115 -3.9771
C -1.0232 3.3287 -4.1240
C -0.5265 4.1249 -3.1158
C -0.3251 3.5253 -1.8819
S -1.2500 4.1226 -5.8444
O -2.6408 4.4471 -5.5358
O -1.0275 3.0304 -6.7469
O -0.3209 5.2134 -5.8508
H 0.4283 1.7568 -0.0104
H -1.1925 1.9848 0.2602
H -1.4262 0.3892 -2.5749
H -1.7928 1.4559 -4.8154
H -0.2705 5.1582 -3.2999
H 0.0730 4.1091 -1.0614
```

Summary:
Multiplicity ... 5
ΔE to the lowest compared entry with this formula, charge and spin ... 199.0 kJ/mol
Calculated total energy ... -2691.69633 Eh
Lowest unoccupied orbital energy (spin up / spin down) ... -0.148 / -0.271 hartree
Total charge ... +1
HOMO (spin up / spin down) ... -10.833 / -10.926 eV
HOMO-LUMO gap (spin up / spin down) ... 6.8 / 3.6 eV